C30H45GeN4PdS3 as an isolated structure. Source: the Open Molecules 2025 dataset; level of theory: ωB97M-V with the def2-TZVPD basis set.

Results
HOMO-LUMO gap = 6.5 eV
HOMO level = -15.7 eV
electronic energy = -130279.2574 eV
energy above the lowest of the compared OMol25 structures with the same formula, charge and spin = 0.273 eV
net charge = +3

Atoms and positions in Å:
Pd -0.9693 0.2509 -0.7357
S -1.5247 2.4656 -1.0181
C -0.0621 3.2771 -0.6765
N 0.2033 4.4608 -1.1422
C 1.4557 5.1404 -0.7551
C 1.7967 4.7948 0.6664
N 1.8057 3.3321 0.8415
C 2.8592 2.7993 1.7461
C 4.2195 3.0092 1.1357
C 4.5783 2.3185 -0.0200
C 5.8233 2.5250 -0.5906
C 6.7158 3.4168 -0.0065
C 6.3640 4.1008 1.1471
C 5.1137 3.9002 1.7173
C 0.9401 2.5984 0.2151
S 0.8953 0.8872 0.3559
C -0.7229 5.1417 -2.1068
C -0.0378 6.2067 -2.9050
C 0.8249 5.8531 -3.9401
C 1.4744 6.8363 -4.6683
C 1.2576 8.1766 -4.3698
C 0.3893 8.5335 -3.3484
C -0.2576 7.5490 -2.6142
H 1.3037 6.2117 -0.8631
H 2.2448 4.8433 -1.4488
H 1.0869 5.2221 1.3789
H 2.7959 5.1568 0.9013
H 2.6415 1.7505 1.9339
H 2.7615 3.3479 2.6844
H 3.8942 1.6030 -0.4657
H 6.1076 1.9820 -1.4817
H 7.6909 3.5702 -0.4484
H 7.0623 4.7861 1.6075
H 4.8457 4.4273 2.6265
H -1.5491 5.5465 -1.5184
H -1.1207 4.3498 -2.7438
H 0.9778 4.8078 -4.1897
H 2.1377 6.5625 -5.4774
H 1.7577 8.9439 -4.9450
H 0.2086 9.5768 -3.1288
H -0.9464 7.8298 -1.8252
C 1.5440 1.2888 6.2425
C 0.6536 0.2339 5.6029
C 1.0393 -0.0581 4.1572
C 0.1605 -1.1187 3.4981
Ge -1.6445 -0.5516 3.1175
C -2.4800 1.1512 3.4965
C -3.7060 0.6733 4.2910
C -3.2797 -0.4236 5.2641
C -4.4126 -1.1597 5.9541
H 1.2529 1.4785 7.2739
H 1.4864 2.2367 5.7017
H 2.5859 0.9666 6.2482
H -0.3922 0.5649 5.6408
H 0.6999 -0.6941 6.1791
H 2.0750 -0.4068 4.1251
H 1.0115 0.8699 3.5736
H 0.0766 -2.0206 4.1142
H 0.5547 -1.4616 2.5354
H -2.4859 -1.4870 2.2448
H -2.7343 1.6955 2.5870
H -1.8058 1.7593 4.0992
H -4.4661 0.2826 3.6103
H -4.1664 1.4971 4.8373
H -2.5595 -0.0344 5.9867
H -2.6916 -1.2320 4.6999
H -4.9789 -0.4473 6.5563
H -4.0404 -1.9363 6.6190
H -5.0943 -1.6103 5.2335
S -0.6436 -2.0861 -0.6659
C -1.7247 -1.8594 -1.9711
N -2.6018 -0.7704 -1.7694
C -3.4507 -0.2808 -2.9022
C -2.8287 -0.6604 -4.2304
C -2.5557 -2.1531 -4.2615
N -1.6960 -2.4878 -3.1074
H -3.1566 -0.9497 -0.9354
H -3.5527 0.7967 -2.7944
H -4.4378 -0.7334 -2.7977
H -1.8978 -0.1122 -4.3936
H -3.5114 -0.3908 -5.0345
H -2.0181 -2.4467 -5.1592
H -3.4717 -2.7426 -4.2033
H -0.9807 -3.1970 -3.2185

Atomic partial charges in e from the Mulliken method, atoms 1 to 4: number 1, Pd, carries 0.07; number 2, S, carries -0.37; number 3, C, carries 0.34; number 4, N, carries 0.26

A 3-piece molecular cluster, C30H45N5O6P2 overall at a distorted geometry. Source: the Open Molecules 2025 dataset; level of theory: ωB97M-V with the def2-TZVPD basis set.

Results
HOMO-LUMO gap = 7.8 eV
HOMO level = -8.6 eV
electronic energy = -70150.6878 eV

Atoms and positions in Å:
C 7.2216 -2.9134 -0.2496
C 6.7270 -1.8218 -0.2216
C 5.8628 -0.6868 -0.0400
C 5.9105 -0.0443 1.1907
C 5.0738 1.0117 1.4664
C 4.1880 1.4230 0.4906
C 4.1540 0.8108 -0.7628
C 4.9866 -0.2719 -1.0576
P 5.1188 -1.2932 -2.5951
C 4.0344 -2.6813 -2.0618
O 4.1633 -0.6231 -3.7444
C 3.1680 1.4094 -1.7234
O 3.4240 1.7783 -2.8343
C 1.8182 1.6670 -1.0963
C 0.5930 1.3576 -1.6695
P 0.4134 0.5777 -3.2849
O 0.7716 1.3489 -4.4897
C -0.5614 1.6179 -0.9454
C -0.5179 2.1776 0.3211
C -1.7946 2.3513 1.1037
C -1.8683 1.2753 2.2156
C -3.2058 0.5340 2.2390
C -3.3677 -0.3072 0.9779
N -2.4432 -1.4450 1.0031
C -1.9709 -1.9626 -0.1916
N -0.8852 -2.6355 -0.1756
N -2.7762 -1.7211 -1.3210
C 0.7049 2.5051 0.8804
C 1.8615 2.2404 0.1706
C 3.2047 2.5099 0.7603
O 3.4569 3.5000 1.3984
H 7.6575 -3.8794 -0.2737
H 6.5915 -0.3826 1.9553
H 5.0702 1.5193 2.4184
H 3.0782 -2.3310 -1.6729
H 4.5492 -3.2941 -1.3312
H 3.8538 -3.2706 -2.9598
H 3.3317 -1.0841 -3.8889
H 1.1048 -0.6507 -3.1821
H -0.9547 0.2259 -3.2872
H -1.5263 1.3576 -1.3609
H -1.7543 3.3297 1.5766
H -2.6461 2.2772 0.4365
H -1.0846 0.5431 2.0151
H -1.6312 1.6856 3.1938
H -3.2518 -0.1422 3.0927
H -4.0172 1.2539 2.3166
H -3.1908 0.3451 0.1200
H -4.3835 -0.6809 0.8806
H -1.6398 -1.2804 1.5923
H -0.6531 -2.9629 -1.1075
H -2.7607 -0.7407 -1.5761
H -2.4068 -2.2280 -2.1139
H 0.7650 2.9325 1.8707
C -3.2371 -2.0689 -7.6695
C -2.1827 -1.2013 -6.9882
C -2.0559 -1.4389 -5.4781
O -3.0984 -0.8910 -4.6903
C -4.2923 -1.6568 -4.6405
N -2.4390 0.2038 -7.3119
H -4.2451 -1.6876 -7.5098
H -3.0677 -2.0778 -8.7455
H -3.1969 -3.1003 -7.3128
H -1.2136 -1.4661 -7.4209
H -1.1456 -0.9360 -5.1397
H -1.9379 -2.5094 -5.2556
H -4.0770 -2.7294 -4.6356
H -4.9621 -1.4217 -5.4696
H -4.8026 -1.3999 -3.7127
H -1.6689 0.7770 -6.9781
H -3.2412 0.5115 -6.7689
C 0.1458 0.6681 8.4976
C -0.5347 1.9053 7.9190
C -1.7215 1.5981 6.9960
O -1.3772 1.1209 5.7081
C -1.0291 -0.2508 5.6458
N 0.4777 2.7428 7.2691
H 0.8114 0.1934 7.7775
H 0.7553 0.9490 9.3557
H -0.5863 -0.0702 8.8305
H -0.9420 2.4748 8.7595
H -2.2590 2.5328 6.8174
H -2.4276 0.9080 7.4770
H -1.6153 -0.8512 6.3467
H 0.0361 -0.3926 5.8398
H -1.2320 -0.5982 4.6320
H 0.0631 3.6300 6.9993
H 0.7323 2.3018 6.3894

Atomic partial charges in e from the Mulliken method, atoms 1 to 4: number 1, C, carries -0.23; number 2, C, carries -0.99; number 3, C, carries 0.71; number 4, C, carries -0.95

C30H45NO3P2STl as an isolated structure at a distorted geometry. Source: the Open Molecules 2025 dataset; level of theory: ωB97M-V with the def2-TZVPD basis set.

Results
HOMO-LUMO gap = 6.1 eV
HOMO level = -10.7 eV
electronic energy = -73567.6134 eV
energy above the lowest of the compared OMol25 structures with the same formula, charge and spin = 2.245 eV
net charge = +1

Atoms and positions in Å:
Tl 0.0260 -0.5832 1.6016
C 1.5378 -0.7869 3.8003
C 1.2198 0.6016 3.7643
C -0.7691 -0.5686 3.9581
C 0.3142 -1.5263 3.9048
C -0.1932 0.7413 3.8771
C 2.9127 -1.3785 3.7986
H 3.6502 -0.7596 3.2541
H 2.9494 -2.4028 3.3810
H 3.2509 -1.4380 4.8504
C 0.1743 -2.9991 3.9696
H 1.0850 -3.5417 3.6712
H -0.6492 -3.3637 3.3375
H -0.0900 -3.2836 4.9999
C -2.1987 -0.8877 4.1527
H -2.3575 -1.0679 5.2310
H -2.5038 -1.8197 3.6092
H -2.8672 -0.0716 3.8314
C -0.9636 2.0258 3.9307
H -1.0205 2.3254 4.9936
H -2.0016 1.9389 3.5559
H -0.4828 2.8605 3.3881
C 2.2037 1.7268 3.7019
H 2.3473 2.0549 4.7469
H 1.8617 2.6082 3.1263
H 3.1917 1.4285 3.3069
C 1.1309 -1.3084 -0.0764
C 2.1992 -0.7263 0.6552
C 2.7782 0.6124 0.3478
C 1.7254 1.7344 0.0203
C 0.4338 1.6895 0.7756
C -0.7299 1.0349 0.3178
C -0.7685 0.2776 -1.0030
C 0.4663 -0.6649 -1.2856
H 3.4610 0.4794 -0.5136
H 1.5075 1.7239 -1.0576
H 3.4099 0.9553 1.1855
H 1.2347 -0.1281 -1.8446
H 0.9327 -2.3624 0.1424
H 2.7536 -1.3971 1.3211
H 0.1038 -1.4933 -1.8993
H -1.6813 -0.3307 -1.0493
H -1.6973 1.2643 0.7962
H -0.8212 1.0221 -1.8071
H 2.1931 2.7089 0.2413
H 0.3182 2.3698 1.6308
P 1.6072 2.6153 -3.9725
C 1.7717 1.1574 -5.1049
C 3.1321 3.5450 -4.4644
P -0.6919 4.6604 -3.8311
C 0.3559 3.5938 -4.9547
C 0.0181 6.3159 -4.2765
C -2.2303 4.7201 -4.8618
H 0.8497 0.5609 -5.0573
H 2.6058 0.5313 -4.7582
H 1.9526 1.4668 -6.1445
H 3.2271 3.6222 -5.5571
H 4.0094 3.0222 -4.0589
H 3.0960 4.5509 -4.0245
H -2.0227 5.0391 -5.8924
H -2.9427 5.4155 -4.3981
H -2.6848 3.7206 -4.8722
H -0.2970 2.8820 -5.4901
H 0.8724 4.2477 -5.6805
H -0.6005 7.0987 -3.8170
H 0.0501 6.4689 -5.3643
H 1.0326 6.3951 -3.8633
O -2.6519 -3.3765 2.9003
C -2.2942 -3.5190 1.6968
N -1.4371 -2.7696 0.9281
S -1.3090 -3.3570 -0.6304
O -2.0447 -2.4865 -1.5466
O 0.0244 -3.8472 -0.9780
C -2.2877 -4.7745 -0.3355
C -2.5948 -5.8873 -1.1304
C -3.4152 -6.8936 -0.5917
C -3.9157 -6.7853 0.7250
C -3.5964 -5.6728 1.4921
C -2.7953 -4.6652 0.9366
H -2.1938 -5.9555 -2.1417
H -3.6664 -7.7768 -1.1845
H -4.5442 -7.5736 1.1405
H -3.9667 -5.5837 2.5233

Atomic partial charges in e from the Mulliken method, atoms 1 to 4: number 1, Tl, carries 1.45; number 2, C, carries -0.06; number 3, C, carries 1.06; number 4, C, carries 0.22

A 9-piece molecular cluster, C30H46BCl12N3O10 overall at a distorted geometry. Source: the Open Molecules 2025 dataset; level of theory: ωB97M-V with the def2-TZVPD basis set.

Results
HOMO-LUMO gap = 7.3 eV
HOMO level = -8.2 eV
electronic energy = -207745.4604 eV

Atoms and positions in Å:
C 3.3328 -4.4931 3.3440
C 3.0389 -3.2443 2.5073
C 1.6232 -3.1430 1.9592
C 1.3248 -1.6805 1.6257
N -0.0757 -1.3637 1.0333
C -1.1979 -1.7002 2.1093
C -0.9092 -0.6747 3.1858
C -0.6524 0.6153 2.3960
C -0.2454 0.2113 0.9843
C -0.4923 -1.9154 -0.2963
C 0.6629 -1.8716 -1.3827
C 0.5143 -2.8345 -2.5356
H 2.7284 -4.6478 4.2378
H 4.3420 -4.3487 3.7299
H 3.4039 -5.3860 2.7230
H 3.6927 -3.1433 1.6411
H 3.3067 -2.3174 3.0145
H 0.8770 -3.5473 2.6431
H 1.5764 -3.7969 1.0885
H 2.0666 -1.3112 0.9176
H 1.4316 -1.0113 2.4795
H -2.1690 -1.4615 1.6757
H -1.2286 -2.7041 2.5328
H -1.7566 -0.5621 3.8621
H -0.1883 -1.0356 3.9194
H -1.5464 1.2384 2.4191
H 0.1448 1.1569 2.9051
H -1.1047 0.5439 0.4021
H 0.7397 0.5762 0.6935
H -1.4026 -1.3852 -0.5763
H -0.7282 -2.9146 0.0698
H 1.4466 -2.2659 -0.7358
H 1.0195 -0.8912 -1.6983
H 0.4591 -3.8124 -2.0572
H 1.3645 -2.9044 -3.2140
H -0.3956 -2.5790 -3.0786
O -9.6065 -3.0092 2.8758
C -8.9859 -4.0113 2.5319
O -8.8116 -4.4998 1.3443
B -7.9730 -5.6932 1.2828
O -7.8409 -6.0506 2.6947
C -8.1988 -5.0087 3.4624
O -7.9909 -4.9248 4.7010
O -8.6419 -6.7609 0.5530
C -7.9331 -7.0966 -0.4854
O -8.2262 -7.9390 -1.3125
C -6.6920 -6.1864 -0.4308
O -6.7192 -5.4503 0.6227
O -5.7110 -6.2603 -1.2435
N -1.3333 11.4024 2.6065
C -2.3908 10.5860 2.8221
C -2.0412 9.3928 2.1966
C -0.9076 9.5676 1.4439
C -0.4136 10.7934 1.7944
H -1.1804 12.3153 3.0106
H -3.1771 10.8751 3.5038
H -2.6439 8.4969 2.1720
H -0.4779 8.8453 0.7657
H 0.4337 11.3091 1.3673
N -6.1526 -0.1486 -5.3077
C -6.5272 0.5327 -4.1815
C -6.0302 1.7632 -4.2984
C -5.3937 1.9336 -5.5099
C -5.4284 0.6417 -6.0690
H -6.3492 -1.1271 -5.4624
H -7.0668 0.0683 -3.3693
H -6.0924 2.4824 -3.4951
H -5.1043 2.9154 -5.8546
H -5.1506 0.2358 -7.0305
C 9.7284 -4.3492 -2.2058
Cl 9.6210 -6.1001 -1.8777
Cl 10.0634 -3.3982 -0.7636
Cl 10.9363 -4.0960 -3.3505
Cl 8.1828 -3.8176 -2.8761
C 1.4778 4.5402 -8.6459
Cl 2.5484 3.0721 -8.8245
Cl -0.0336 4.3967 -9.5256
Cl 1.0171 4.6312 -6.9258
Cl 2.2170 6.0110 -9.2240
C -0.2905 -12.5330 -5.9420
Cl 0.5914 -10.9795 -5.8671
Cl 0.9257 -13.8612 -5.9932
Cl -1.3326 -12.7152 -4.5286
Cl -1.2087 -12.5508 -7.4352
C 8.0902 3.4241 -1.2760
C 7.1558 4.5775 -0.8892
O 6.2329 3.9936 -0.0766
H 8.7536 3.1292 -0.4630
H 8.8117 3.6596 -2.0584
H 7.5445 2.5476 -1.6253
H 6.6501 5.1190 -1.6886
H 7.7523 5.3249 -0.3661
H 5.8234 4.6729 0.4642
C 3.3017 5.5820 7.3221
C 3.7646 6.7458 6.4501
O 3.3051 6.5165 5.1235
H 3.4535 5.6664 8.3981
H 3.7024 4.6533 6.9158
H 2.2177 5.4762 7.3656
H 4.8517 6.7183 6.3756
H 3.4987 7.7447 6.7961
H 2.4014 6.8126 4.9921

Atomic partial charges in e from the Mulliken method, atoms 1 to 4: number 1, C, carries -1.33; number 2, C, carries -0.73; number 3, C, carries -0.19; number 4, C, carries -1.47

C30H46BeBrN3P2 as an isolated structure at a distorted geometry. Source: the Open Molecules 2025 dataset; level of theory: ωB97M-V with the def2-TZVPD basis set.

Results
HOMO-LUMO gap (spin up / spin down) = 5.5 / 5.5 eV
HOMO level (spin up / spin down) = -13.2 / -13.2 eV
electronic energy = -125330.1467 eV
energy above the lowest of the compared OMol25 structures with the same formula, charge and spin = 3.296 eV
net charge = +2

Atoms and positions in Å:
N -5.7692 4.4396 -3.7751
C -5.5688 4.6902 -2.4789
C -4.8308 3.8485 -1.6313
C -4.2617 2.6483 -2.1183
C -4.4663 2.4322 -3.5094
C -5.2378 3.3260 -4.2708
C -3.3962 1.8170 -1.2403
Be -1.6790 0.3878 0.4319
P 2.9785 0.0998 0.5934
C -2.4648 0.8843 -1.7065
C -1.0237 1.2646 -1.8744
C -0.2726 1.2001 -3.1042
C 0.9268 1.8972 -3.2311
C 1.4376 2.5955 -2.1087
C 0.7156 2.6203 -0.8786
C -0.4684 1.9102 -0.7636
Br 3.0844 3.3987 -2.2084
H -3.4038 2.1202 -0.1862
H -2.8298 0.2316 -2.5173
H -4.7106 4.1674 -0.6100
H -4.0527 1.5727 -4.0321
H -6.0216 5.6117 -2.1100
H -5.4396 3.1443 -5.3287
H -0.7493 0.7506 -3.9888
H -1.0418 2.0178 0.2376
H 1.4134 1.9821 -4.1877
H 1.1379 3.2152 -0.0512
P -0.7845 -1.8909 0.0649
C 4.4871 1.1269 1.2203
C 5.8333 1.0323 0.5107
H 4.5768 1.2229 2.3362
H 4.0708 2.1184 0.9208
H 6.4042 1.9679 0.6858
H 6.4719 0.2144 0.8933
H 5.7485 0.9814 -0.5831
C 3.6882 -0.7601 -0.8908
C 4.8107 -1.7797 -0.7211
H 3.9939 0.0085 -1.6266
H 2.8243 -1.2425 -1.3662
H 5.0191 -2.2697 -1.6808
H 5.7421 -1.3084 -0.4034
H 4.5568 -2.5771 -0.0098
C 2.9521 -1.1818 1.8995
C 4.2567 -1.6169 2.6129
H 2.3417 -2.0554 1.5774
H 2.3281 -0.6625 2.6399
H 4.0076 -2.4245 3.3085
H 5.0097 -1.9943 1.9201
H 4.6851 -0.7948 3.2120
C -0.2133 -3.2907 1.2139
C -1.1935 -4.4064 1.5611
H 0.1628 -2.7811 2.1195
H 0.6811 -3.7472 0.7543
H -2.0447 -4.0656 2.1624
H -1.5679 -4.9347 0.6719
H -0.6677 -5.1613 2.1583
C 0.2526 -2.4284 -1.3707
C -0.3237 -2.2679 -2.7733
H 0.5953 -3.4728 -1.2477
H 1.1535 -1.8011 -1.2853
H -1.2170 -2.8855 -2.9407
H -0.5769 -1.2226 -2.9902
H 0.4264 -2.5571 -3.5204
C -2.4821 -2.4018 -0.4657
C -3.5265 -1.9394 0.5609
H -2.4807 -3.4883 -0.6170
H -2.6769 -1.9224 -1.4298
H -4.0429 -1.0253 0.2337
H -4.3181 -2.6905 0.6692
H -3.1222 -1.7629 1.5768
N -1.9168 -1.2005 3.1523
C -1.3982 0.0752 3.1566
C -1.3694 0.7890 4.3735
C -0.5283 1.8845 4.4801
C 0.3357 2.1520 3.3944
C 0.1924 1.4553 2.2157
N -0.9118 0.6523 2.0099
H -1.3433 -1.9866 2.8460
H -2.3583 -1.4367 4.0291
H -2.0188 0.4827 5.1685
H -0.5445 2.5270 5.3496
H 1.0478 2.9578 3.4507
H 0.9657 1.5126 1.4605

Atomic partial charges in e from the Mulliken method, atoms 1 to 4: number 1, N, carries -0.50; number 2, C, carries -0.40; number 3, C, carries -0.52; number 4, C, carries 0.50

The lowest electronic energy belongs to which entry?
C30H46BCl12N3O10

electronic energy of number 1 (C30H45GeN4PdS3)?
-130279.2574 eV

Among the records above, which one has the lowest electronic energy?
C30H46BCl12N3O10